Entry 1:
Formula: CH2ClNO3
Source: the OMol25 dataset
Level of theory: ωB97M-V/def2-TZVPD

Cartesian coordinates (Å):
C (-0.938, 0.083, -0.412)
N (1.274, -0.009, 0.544)
O (0.525, 0.282, -0.480)
O (2.336, 0.039, 0.003)
O (0.781, 0.002, 1.627)
Cl (-1.632, -1.375, 0.329)
H (-1.288, 1.059, -0.142)
H (-1.057, -0.083, -1.469)

## Properties
Spin multiplicity ... 1
SMILES ... O=[N+]([O-])OCCl
Relative energy (zero: lowest compared OMol25 entry of this formula, charge and spin) ... 1.065 eV

Here are the Mulliken charges for atoms 1 to 6, given in e:
1 C -0.270
2 N 1.027
3 O -0.199
4 O -0.544
5 O -0.508
6 Cl -0.123

***

Entry 2:
Formula: C12H12BeBrN
Source: the OMol25 dataset
Level of theory: ωB97M-V/def2-TZVPD

Cartesian coordinates (Å):
Be (-0.123, 0.004, 0.249)
C (-0.460, 0.216, 2.334)
C (-0.994, 1.305, 1.634)
C (-1.874, 1.089, 0.568)
C (-2.222, -0.216, 0.200)
C (-1.646, -1.305, 0.861)
C (-0.762, -1.088, 1.928)
H (0.200, 0.386, 3.174)
H (-0.734, 2.317, 1.916)
H (-2.261, 1.933, 0.012)
H (-2.882, -0.385, -0.640)
H (-1.884, -2.314, 0.551)
H (-0.330, -1.935, 2.445)
C (5.065, 0.001, 1.270)
C (3.897, 0.004, 0.322)
C (4.057, 0.010, -1.063)
C (2.962, 0.012, -1.925)
C (1.733, 0.010, -1.334)
Br (0.072, 0.011, -2.235)
N (1.531, 0.006, -0.009)
C (2.601, 0.002, 0.805)
H (6.009, 0.004, 0.730)
H (5.044, -0.882, 1.909)
H (5.043, 0.879, 1.916)
H (5.056, 0.011, -1.484)
H (3.074, 0.016, -3.000)
H (2.401, -0.002, 1.870)

## Properties
Spin multiplicity ... 1
Net charge ... +2

Here are the Mulliken charges for atoms 1 to 6, given in e:
1 Be -0.401
2 C -0.256
3 C -0.358
4 C -0.346
5 C -0.359
6 C -0.185

***

Entry 3:
Formula: C2H5NO
Source: the OMol25 dataset
Level of theory: ωB97M-V/def2-TZVPD

Cartesian coordinates (Å):
C (0.277, -0.978, 0.397)
C (-0.345, 0.139, -0.417)
O (-1.228, -0.063, -1.230)
N (0.133, 1.392, -0.165)
H (1.330, -0.809, 0.641)
H (0.167, -1.898, -0.173)
H (-0.273, -1.098, 1.334)
H (-0.297, 2.160, -0.656)
H (0.855, 1.584, 0.509)

## Properties
Spin multiplicity ... 1
SMILES ... CC(N)=O
Relative energy (zero: lowest compared OMol25 entry of this formula, charge and spin) ... 0.002 eV

Here are the Mulliken charges for atoms 1 to 6, given in e:
1 C -0.891
2 C 0.621
3 O -0.603
4 N -0.376
5 H 0.318
6 H 0.269

***

Number 1: strongest force on any atom 6.57 eV Å⁻¹, HOMO-LUMO gap 11.57 eV, E_HOMO -11.340 eV. Number 2: strongest force on any atom 0.38 eV Å⁻¹, HOMO-LUMO gap 9.31 eV, E_HOMO -16.949 eV. Number 3: strongest force on any atom 0.33 eV Å⁻¹, HOMO-LUMO gap 10.75 eV, E_HOMO -9.852 eV.